Record 1
{"formula": "C64H50IrN5OP3SSe4Si", "method": "the ωB97M-V functional and the def2-TZVPD basis", "gap_ev": [7.7, 6.2], "e_tot_ev": -387485.804, "multiplicity": 2, "species": ["Ir", "Se", "P", "Se", "C", "C", "C", "C", "C", "C", "C", "C", "C", "C", "C", "C", "H", "H", "H", "H", "H", "H", "H", "H", "H", "H", "Se", "P", "C", "C", "C", "C", "C", "C", "C", "C", "C", "C", "C", "C", "C", "C", "N", "N", "N", "P", "Se", "C", "C", "C", "C", "C", "C", "C", "C", "C", "C", "C", "C", "H", "H", "H", "H", "H", "H", "H", "H", "H", "H", "H", "H", "H", "H", "H", "H", "H", "H", "H", "H", "S", "C", "N", "C", "C", "C", "C", "C", "C", "H", "H", "H", "H", "H", "O", "Si", "C", "C", "C", "C", "C", "C", "C", "C", "C", "C", "C", "C", "C", "C", "C", "C", "C", "C", "H", "H", "H", "H", "H", "H", "H", "H", "H", "H", "H", "H", "H", "H", "H", "N", "C"], "xyz": [[-0.031, 0.023, 1.121], [2.264, -0.279, 2.062], [3.856, -0.047, 0.518], [3.421, 0.881, -1.322], [4.641, -1.678, 0.283], [5.968, -1.717, -0.142], [6.574, -2.929, -0.427], [5.858, -4.113, -0.300], [4.537, -4.079, 0.120], [3.931, -2.865, 0.416], [5.119, 0.865, 1.471], [5.315, 2.219, 1.228], [6.199, 2.946, 2.014], [6.888, 2.323, 3.044], [6.694, 0.970, 3.288], [5.811, 0.242, 2.506], [6.524, -0.794, -0.263], [7.607, -2.950, -0.752], [6.333, -5.060, -0.520], [3.977, -4.999, 0.230], [2.913, -2.837, 0.775], [4.785, 2.687, 0.407], [6.355, 3.999, 1.816], [7.579, 2.890, 3.655], [7.231, 0.479, 4.089], [5.658, -0.812, 2.706], [-4.010, 1.354, -3.306], [-2.242, 2.481, -3.465], [-1.404, 2.424, -5.072], [-2.038, 1.887, -6.185], [-1.386, 1.874, -7.412], [-0.111, 2.409, -7.527], [0.520, 2.958, -6.416], [-0.122, 2.963, -5.189], [-2.547, 4.245, -3.168], [-3.167, 4.603, -1.972], [-3.477, 5.927, -1.721], [-3.186, 6.902, -2.668], [-2.584, 6.548, -3.863], [-2.262, 5.219, -4.114], [-0.991, 2.045, -2.235], [-0.461, 0.860, -1.716], [0.139, 1.234, -0.545], [0.028, 2.536, -0.395], [-0.625, 3.043, -1.401], [-0.217, -0.871, -2.178], [0.379, -1.886, -0.343], [-1.653, -1.672, -2.935], [-2.366, -2.625, -2.210], [-3.414, -3.307, -2.808], [-3.741, -3.055, -4.133], [-3.022, -2.119, -4.861], [-1.984, -1.424, -4.264], [1.116, -1.039, -3.386], [2.091, -2.012, -3.190], [3.094, -2.183, -4.129], [3.138, -1.376, -5.256], [2.175, -0.396, -5.446], [1.162, -0.229, -4.514], [-3.034, 1.475, -6.074], [-1.876, 1.449, -8.278], [0.394, 2.398, -8.484], [1.515, 3.375, -6.504], [0.374, 3.376, -4.317], [-3.406, 3.841, -1.241], [-3.949, 6.200, -0.787], [-3.434, 7.937, -2.472], [-2.363, 7.302, -4.607], [-1.795, 4.956, -5.054], [-2.095, -2.833, -1.182], [-3.962, -4.047, -2.240], [-4.554, -3.595, -4.601], [-3.277, -1.914, -5.892], [-1.430, -0.702, -4.850], [2.092, -2.611, -2.289], [3.858, -2.931, -3.962], [3.932, -1.502, -5.980], [2.210, 0.248, -6.315], [0.429, 0.550, -4.659], [-1.178, 2.798, 4.597], [-1.205, 1.593, 3.391], [-0.266, 1.653, 2.498], [0.595, 2.727, 2.737], [1.717, 3.090, 1.989], [2.450, 4.177, 2.401], [2.093, 4.916, 3.539], [0.987, 4.574, 4.282], [0.245, 3.470, 3.865], [-1.968, 0.827, 3.386], [1.991, 2.531, 1.105], [3.326, 4.464, 1.835], [2.694, 5.766, 3.834], [0.699, 5.136, 5.160], [-0.524, -1.225, 2.689], [-1.705, -2.075, 3.342], [-1.772, -3.803, 2.608], [-0.600, -4.386, 2.121], [-0.606, -5.660, 1.571], [-1.792, -6.379, 1.498], [-2.967, -5.822, 1.982], [-2.953, -4.545, 2.531], [-1.426, -2.116, 5.195], [-2.200, -2.903, 6.053], [-1.976, -2.905, 7.422], [-0.964, -2.118, 7.958], [-0.177, -1.340, 7.122], [-0.407, -1.342, 5.752], [-3.459, -1.358, 3.071], [-4.218, -0.878, 4.100], [-5.484, -0.275, 3.919], [-6.012, -0.110, 2.618], [-5.336, -0.546, 1.531], [-4.024, -1.254, 1.666], [0.330, -3.829, 2.174], [0.313, -6.092, 1.196], [-1.800, -7.372, 1.067], [-3.894, -6.379, 1.930], [-3.881, -4.123, 2.904], [-2.986, -3.532, 5.646], [-2.584, -3.523, 8.070], [-0.786, -2.119, 9.026], [0.621, -0.735, 7.534], [0.221, -0.748, 5.096], [-3.827, -0.944, 5.109], [-6.035, 0.084, 4.776], [-6.968, 0.380, 2.490], [-5.722, -0.411, 0.529], [-4.109, -2.258, 1.227], [-3.006, -0.593, 0.843], [-1.935, -0.143, 0.801]], "lowdin_spin": [0.002, 0.001, 0.000, 0.000, 0.000, 0.000, 0.000, 0.000, 0.000, 0.000, 0.000, 0.000, 0.000, 0.000, 0.000, 0.000, 0.000, 0.000, 0.000, 0.000, 0.000, 0.000, 0.000, 0.000, 0.000, 0.000, 0.000, 0.000, 0.000, 0.000, 0.000, 0.000, 0.000, 0.000, 0.000, 0.000, 0.000, 0.000, 0.000, 0.000, 0.000, 0.000, 0.000, 0.000, 0.000, 0.000, 0.000, 0.000, 0.000, 0.000, 0.000, 0.000, 0.000, 0.000, 0.000, 0.000, 0.000, 0.000, 0.000, 0.000, 0.000, 0.000, 0.000, 0.000, 0.000, 0.000, 0.000, 0.000, 0.000, 0.000, 0.000, 0.000, 0.000, 0.000, 0.000, 0.000, 0.000, 0.000, 0.000, 0.000, 0.002, 0.000, 0.000, 0.000, 0.000, 0.000, 0.000, 0.000, 0.002, 0.000, 0.000, 0.000, 0.000, 0.005, 0.022, 0.004, 0.001, 0.000, 0.000, 0.000, 0.004, 0.000, 0.000, 0.000, 0.000, 0.000, 0.000, 0.214, 0.014, 0.333, 0.015, 0.231, 0.066, 0.000, 0.000, 0.000, 0.000, 0.002, 0.000, 0.000, 0.000, 0.000, 0.000, -0.006, 0.020, -0.006, 0.011, 0.028, 0.030, 0.005]}

---

Record 2
{"formula": "C23H27N3O5S2", "method": "the ωB97M-V functional and the def2-TZVPD basis", "gap_ev": 8.5, "e_tot_ev": -60668.307, "smiles": "COc1cccc(CNC(=O)CN2C(=O)CCSc3ccc(S(=O)(=O)N4CCCC4)cc32)c1", "species": ["C", "O", "C", "C", "C", "C", "C", "C", "N", "C", "O", "C", "N", "C", "O", "C", "C", "S", "C", "C", "C", "C", "S", "O", "O", "N", "C", "C", "C", "C", "C", "C", "C", "H", "H", "H", "H", "H", "H", "H", "H", "H", "H", "H", "H", "H", "H", "H", "H", "H", "H", "H", "H", "H", "H", "H", "H", "H", "H", "H"], "xyz": [[3.808, 2.973, 2.016], [2.565, 3.472, 1.584], [2.087, 3.063, 0.374], [0.839, 3.568, 0.007], [0.247, 3.172, -1.174], [0.896, 2.282, -2.016], [2.151, 1.802, -1.676], [2.847, 0.802, -2.565], [2.432, -0.545, -2.216], [1.434, -1.168, -2.872], [0.953, -0.774, -3.909], [0.976, -2.471, -2.216], [0.885, -2.361, -0.769], [1.371, -3.391, -0.011], [1.966, -4.323, -0.504], [1.097, -3.299, 1.480], [2.209, -2.525, 2.167], [2.494, -0.898, 1.369], [0.851, -0.496, 0.811], [0.233, 0.626, 1.341], [-0.972, 1.062, 0.821], [-1.537, 0.370, -0.231], [-3.075, 0.970, -0.956], [-3.148, 0.489, -2.299], [-3.151, 2.376, -0.698], [-4.332, 0.260, -0.123], [-4.444, -1.177, -0.238], [-3.765, -1.758, 1.017], [-3.767, -0.599, 2.031], [-4.432, 0.573, 1.284], [-0.942, -0.756, -0.761], [0.259, -1.222, -0.232], [2.742, 2.182, -0.476], [3.796, 1.880, 2.098], [3.974, 3.408, 3.001], [4.619, 3.278, 1.347], [0.351, 4.261, 0.673], [-0.732, 3.542, -1.434], [0.429, 1.961, -2.934], [3.933, 0.871, -2.462], [2.564, 0.956, -3.608], [2.744, -0.895, -1.322], [0.017, -2.759, -2.657], [1.700, -3.266, -2.427], [1.082, -4.315, 1.878], [0.129, -2.829, 1.667], [3.159, -3.051, 2.087], [1.979, -2.347, 3.219], [0.719, 1.167, 2.137], [-1.456, 1.950, 1.193], [-3.992, -1.491, -1.176], [-5.507, -1.435, -0.255], [-4.310, -2.624, 1.388], [-2.746, -2.071, 0.790], [-2.750, -0.340, 2.324], [-4.325, -0.851, 2.931], [-3.966, 1.539, 1.464], [-5.493, 0.641, 1.542], [-1.406, -1.239, -1.605], [3.711, 1.781, -0.223]], "nbo_charge": [-0.256, -0.515, 0.387, -0.298, -0.179, -0.247, -0.001, -0.249, -0.619, 0.667, -0.613, -0.321, -0.488, 0.703, -0.601, -0.514, -0.492, 0.215, -0.210, -0.219, -0.132, -0.344, 2.329, -0.930, -0.940, -0.650, -0.239, -0.429, -0.432, -0.238, -0.236, 0.232, -0.349, 0.179, 0.200, 0.176, 0.224, 0.234, 0.233, 0.203, 0.244, 0.407, 0.221, 0.273, 0.251, 0.225, 0.237, 0.223, 0.238, 0.238, 0.234, 0.205, 0.218, 0.209, 0.214, 0.218, 0.231, 0.205, 0.253, 0.217]}

---

Record 3
{"formula": "C6H15NO", "method": "the ωB97M-V functional and the def2-TZVPD basis", "gap_ev": 8.0, "e_tot_ev": -10002.204, "smiles": "CCC(=CN)CC.O", "species": ["C", "C", "C", "C", "N", "C", "C", "H", "H", "H", "H", "H", "H", "H", "H", "H", "H", "H", "H", "H", "O", "H", "H"], "xyz": [[-1.787, 1.314, -0.904], [-1.465, -0.152, -0.617], [-0.259, -0.472, 0.203], [0.657, -1.381, -0.114], [0.523, -2.199, -1.264], [-0.098, 0.445, 1.408], [0.796, -0.114, 2.520], [-0.967, 1.776, -1.460], [-2.695, 1.350, -1.503], [-1.922, 1.935, -0.021], [-2.339, -0.601, -0.118], [-1.494, -0.713, -1.556], [1.474, -1.612, 0.552], [1.366, -2.675, -1.553], [0.217, -1.657, -2.059], [0.310, 1.384, 1.019], [-1.067, 0.683, 1.855], [1.780, -0.325, 2.106], [0.379, -1.020, 2.957], [0.865, 0.634, 3.311], [1.854, 0.860, -1.316], [1.803, 0.753, -2.271], [2.068, 1.788, -1.175]], "nbo_charge": [-0.602, -0.427, -0.060, -0.005, -0.829, -0.407, -0.602, 0.198, 0.208, 0.204, 0.208, 0.197, 0.189, 0.365, 0.356, 0.196, 0.195, 0.199, 0.207, 0.205, -0.935, 0.469, 0.471]}

---

Record 4
{"formula": "C9H34N2O8", "method": "the ωB97M-V functional and the def2-TZVPD basis", "gap_ev": 9.4, "e_tot_ev": -29239.607, "smiles": "NC(N)=O.CCO.CO.CO.CO.CO.CO.CO", "species": ["N", "C", "N", "O", "H", "H", "H", "H", "C", "C", "O", "H", "H", "H", "H", "H", "H", "C", "O", "H", "H", "H", "H", "C", "O", "H", "H", "H", "H", "C", "O", "H", "H", "H", "H", "C", "O", "H", "H", "H", "H", "C", "O", "H", "H", "H", "H", "C", "O", "H", "H", "H", "H"], "xyz": [[-2.274, -25.602, -13.886], [-2.911, -25.159, -12.851], [-3.620, -26.108, -12.380], [-2.983, -23.812, -12.438], [-1.836, -24.799, -14.326], [-2.139, -26.582, -14.224], [-4.264, -26.021, -11.610], [-3.515, -27.061, -12.726], [-9.389, -29.422, -12.462], [-8.238, -28.518, -12.841], [-8.679, -27.197, -13.209], [-10.029, -29.534, -13.374], [-10.057, -29.047, -11.713], [-8.924, -30.454, -12.168], [-7.828, -28.914, -13.696], [-7.446, -28.398, -12.103], [-7.955, -26.669, -13.531], [-4.325, -29.504, -13.117], [-3.385, -28.638, -13.681], [-3.875, -30.334, -12.545], [-5.106, -29.951, -13.759], [-4.928, -28.782, -12.561], [-3.653, -28.600, -14.625], [-5.121, -28.094, -16.652], [-3.989, -28.860, -16.214], [-5.570, -27.432, -15.887], [-5.898, -28.807, -16.982], [-4.803, -27.452, -17.462], [-3.242, -28.528, -16.634], [0.524, -28.660, -14.939], [-0.059, -27.936, -13.834], [1.105, -28.032, -15.671], [-0.256, -29.216, -15.514], [1.139, -29.400, -14.606], [-0.744, -28.385, -13.427], [-5.927, -24.754, -14.479], [-6.007, -25.912, -13.718], [-5.561, -23.871, -13.873], [-6.782, -24.566, -15.012], [-5.151, -24.819, -15.270], [-5.111, -26.058, -13.334], [-3.965, -30.899, -9.933], [-3.785, -31.385, -8.643], [-4.734, -31.567, -10.245], [-3.068, -31.079, -10.543], [-4.422, -29.974, -10.069], [-4.350, -30.908, -8.044], [-1.350, -28.260, -10.864], [-1.062, -28.851, -9.611], [-2.433, -28.063, -10.943], [-1.137, -28.967, -11.611], [-0.762, -27.412, -10.989], [-1.624, -28.526, -8.891]], "nbo_charge": [-0.827, 0.752, -0.855, -0.746, 0.418, 0.423, 0.414, 0.424, -0.621, -0.056, -0.753, 0.212, 0.217, 0.206, 0.149, 0.149, 0.491, -0.265, -0.797, 0.187, 0.187, 0.162, 0.505, -0.270, -0.729, 0.198, 0.190, 0.181, 0.480, -0.244, -0.737, 0.188, 0.154, 0.170, 0.473, -0.255, -0.775, 0.192, 0.180, 0.144, 0.484, -0.258, -0.717, 0.164, 0.183, 0.164, 0.464, -0.230, -0.731, 0.151, 0.158, 0.181, 0.472]}